The following is a DFT calculation (the ωB97M-V functional and the def2-TZVPD basis) of a 11-piece molecular cluster, C67H132N15O4 overall.

Calculated values
Maximum force in eV/Å: 6.63
LUMO level in eV: -13.9
Total charge: +7
DFT total energy in eV: -102081.96784
HOMO in eV: -19.79

Geometry (Å):
C -4.012 6.233 -0.547
C -2.745 5.656 0.044
C -2.873 5.427 1.620
N -1.691 4.641 2.263
C -1.900 4.639 3.845
C -1.549 6.030 4.511
C -0.146 6.500 4.249
C 0.134 6.473 2.737
C -0.259 5.219 1.916
C -1.758 3.139 1.850
H -3.885 6.830 -1.450
H -4.374 7.012 0.123
H -4.818 5.554 -0.825
H -1.899 6.279 -0.244
H -2.624 4.732 -0.522
H -3.768 4.839 1.822
H -2.804 6.398 2.110
H -2.964 4.439 3.970
H -1.261 3.911 4.345
H -2.303 6.781 4.276
H -1.614 5.824 5.579
H -0.075 7.527 4.606
H 0.597 5.866 4.733
H -0.436 7.276 2.270
H 1.187 6.746 2.663
H -0.303 5.376 0.838
H 0.450 4.412 2.103
H -2.750 2.786 2.132
H -0.902 2.571 2.215
H -1.649 3.142 0.766
C -0.527 -2.018 -5.827
C -1.176 -3.247 -5.127
C -2.413 -2.754 -4.356
N -3.208 -3.756 -3.421
C -4.511 -3.054 -3.008
C -5.545 -4.025 -2.386
C -5.794 -5.322 -3.190
C -4.446 -6.044 -3.422
C -3.509 -5.085 -4.222
C -2.340 -3.977 -2.158
H 0.139 -1.385 -5.240
H -1.387 -1.421 -6.130
H -0.008 -2.391 -6.710
H -0.461 -3.587 -4.378
H -1.247 -4.167 -5.706
H -3.232 -2.416 -4.991
H -2.240 -1.850 -3.771
H -4.934 -2.680 -3.940
H -4.360 -2.238 -2.301
H -6.485 -3.476 -2.444
H -5.353 -4.136 -1.319
H -6.376 -5.092 -4.082
H -6.370 -5.961 -2.520
H -4.609 -6.924 -4.044
H -4.049 -6.294 -2.438
H -3.746 -4.931 -5.275
H -2.519 -5.540 -4.225
H -2.968 -4.503 -1.439
H -1.901 -3.057 -1.772
H -1.485 -4.585 -2.452
C 0.849 7.684 -3.099
C 0.389 6.322 -2.641
C 0.922 5.197 -3.638
N 0.370 3.756 -3.446
C -1.206 3.764 -3.630
C -1.857 2.393 -3.740
C -1.220 1.491 -4.756
C 0.303 1.490 -4.557
C 0.885 2.849 -4.597
C 0.782 3.202 -2.029
H 1.936 7.758 -3.062
H 0.390 8.404 -2.421
H 0.555 7.829 -4.139
H -0.701 6.315 -2.649
H 0.773 6.136 -1.639
H 2.003 5.091 -3.546
H 0.725 5.382 -4.694
H -1.443 4.281 -4.560
H -1.545 4.324 -2.758
H -2.931 2.554 -3.829
H -1.908 1.757 -2.856
H -1.524 1.844 -5.742
H -1.574 0.462 -4.698
H 0.821 0.840 -5.263
H 0.561 1.011 -3.612
H 0.643 3.308 -5.556
H 1.960 2.791 -4.425
H 0.669 3.999 -1.294
H 1.842 2.950 -2.069
H 0.267 2.271 -1.792
C 8.389 2.762 0.242
C 6.852 2.667 0.243
N 6.306 2.742 -1.155
C 6.349 3.899 -1.930
C 5.656 3.647 -3.101
N 5.058 2.360 -3.021
C 5.497 1.809 -1.841
C 4.411 1.679 -4.082
H 8.893 3.568 -0.291
H 8.761 1.894 -0.304
H 8.799 2.747 1.252
H 6.369 3.472 0.796
H 6.438 1.776 0.715
H 6.849 4.784 -1.567
H 5.412 4.261 -3.956
H 5.324 0.775 -1.581
H 4.370 2.247 -5.012
H 3.452 1.200 -3.887
H 4.979 0.782 -4.326
C -5.616 -0.561 3.746
C -4.844 0.747 3.409
N -3.814 1.056 4.409
C -2.499 0.641 4.281
C -1.831 0.998 5.493
N -2.689 1.655 6.337
C -3.954 1.649 5.630
C -2.404 2.133 7.641
H -4.837 -1.319 3.657
H -6.326 -0.805 2.956
H -5.991 -0.763 4.750
H -5.494 1.622 3.440
H -4.348 0.753 2.438
H -2.307 0.155 3.336
H -0.784 0.814 5.682
H -4.802 2.144 6.080
H -1.874 1.385 8.231
H -3.378 2.256 8.116
H -1.881 3.078 7.497
C 5.996 0.241 4.357
C 5.308 -0.157 5.652
N 4.187 -1.047 5.405
C 4.174 -2.268 4.714
C 2.969 -2.949 4.850
N 2.234 -2.119 5.672
C 2.917 -0.922 5.857
C 0.813 -2.312 5.969
H 5.197 0.620 3.718
H 6.551 -0.545 3.845
H 6.599 1.131 4.536
H 4.992 0.771 6.128
H 5.945 -0.617 6.407
H 5.045 -2.519 4.127
H 2.488 -3.795 4.382
H 2.520 -0.071 6.392
H 0.190 -2.355 5.075
H 0.356 -1.463 6.478
H 0.752 -3.300 6.425
C 0.485 -7.494 -1.238
C 0.387 -6.234 -0.305
N 1.546 -5.375 -0.555
C 1.979 -4.791 -1.734
C 3.133 -3.999 -1.377
N 3.395 -4.126 -0.060
C 2.444 -5.000 0.446
C 4.496 -3.530 0.669
H 1.431 -7.892 -1.604
H -0.077 -7.173 -2.115
H -0.027 -8.375 -0.851
H 0.377 -6.554 0.736
H -0.508 -5.642 -0.498
H 1.479 -4.991 -2.671
H 3.839 -3.341 -1.861
H 2.419 -5.337 1.472
H 4.121 -2.561 1.000
H 5.375 -3.282 0.075
H 4.677 -4.108 1.575
C 0.991 0.130 2.880
C 1.892 1.039 1.946
N 1.946 0.528 0.654
C 3.093 0.461 -0.117
C 2.791 -0.367 -1.158
N 1.392 -0.595 -1.202
C 0.913 -0.057 -0.011
C 0.661 -1.434 -2.100
H 1.150 -0.929 2.675
H -0.047 0.358 2.637
H 1.131 0.328 3.943
H 2.926 1.195 2.254
H 1.376 1.999 1.965
H 4.088 0.748 0.188
H 3.400 -0.919 -1.858
H -0.073 -0.198 0.406
H -0.178 -0.933 -2.582
H 0.286 -2.278 -1.520
H 1.236 -1.873 -2.916
C -4.462 -7.576 0.210
C -3.898 -7.019 1.508
N -3.628 -5.597 1.426
C -4.493 -4.595 1.102
C -3.811 -3.336 1.162
N -2.463 -3.680 1.450
C -2.407 -5.068 1.697
C -1.264 -2.844 1.505
H -5.449 -7.139 0.056
H -4.641 -8.640 0.368
H -3.732 -7.422 -0.584
H -2.999 -7.569 1.790
H -4.608 -7.200 2.315
H -5.563 -4.683 0.986
H -4.006 -2.293 0.959
H -1.523 -5.599 2.017
H -1.244 -2.346 0.536
H -0.354 -3.411 1.704
H -1.372 -2.098 2.292
C -3.850 1.192 -0.860
C -2.860 0.112 -0.411
O -2.766 -0.175 0.799
O -2.160 -0.468 -1.260
H -4.001 1.157 -1.939
H -3.507 2.197 -0.613
H -4.812 0.947 -0.409
C 7.223 -1.454 -3.756
C 5.865 -1.783 -3.087
O 4.856 -1.972 -3.793
O 5.850 -1.586 -1.821
H 7.173 -1.859 -4.767
H 8.066 -2.021 -3.360
H 7.482 -0.398 -3.687

Atomic forces in eV per Å
-0.81 1.58 0.15
-0.03 -0.87 0.31
1.70 -0.05 -1.64
0.83 -1.29 1.42
0.30 2.27 -0.72
-0.67 -1.51 0.10
-0.30 -0.53 -1.20
-0.73 0.67 -0.37
-0.65 -0.37 0.95
0.09 2.08 -0.83
0.68 -0.24 -0.19
-0.52 -0.16 0.18
0.14 -0.30 0.59
0.03 0.19 0.47
0.45 -0.57 0.44
-0.03 0.35 0.26
-0.64 -0.12 0.02
0.12 -0.27 0.10
-0.01 -0.42 -0.64
0.07 0.02 -0.06
-0.41 0.12 0.13
0.39 -0.12 0.02
-0.04 0.07 0.35
0.13 0.38 0.08
0.04 -0.35 -0.77
0.16 0.26 0.14
-0.16 -0.26 0.13
0.32 -0.28 0.06
-0.33 0.20 0.62
-0.30 -0.13 -0.08
-1.17 -0.97 -0.64
0.87 0.36 1.96
-1.63 -0.69 -0.24
0.99 1.19 0.02
-0.67 -1.27 -0.30
-0.20 0.61 -0.91
0.91 -0.05 1.47
-0.89 1.83 -1.35
1.38 -0.74 2.12
-0.53 -0.80 -1.38
-0.03 -0.38 0.31
0.32 0.37 -0.52
0.06 0.39 0.00
0.28 -0.02 0.44
-0.73 0.56 -0.62
0.27 -0.22 -0.69
0.47 -0.24 0.48
0.08 0.14 0.04
0.68 0.08 -0.29
-0.05 0.22 0.22
0.17 -0.50 -0.10
0.20 -0.24 -0.09
-0.41 -0.06 -0.36
0.25 -0.15 0.21
0.31 -0.19 -0.24
-0.56 0.64 0.31
0.09 -0.09 -0.22
0.21 0.11 0.14
-0.77 0.39 -0.14
-0.18 -0.32 -0.06
0.25 -0.20 -0.18
0.23 -1.67 -1.25
-0.36 -0.27 0.75
-1.21 -0.59 0.20
0.93 -0.26 0.93
-0.27 -0.74 1.42
0.21 0.01 -0.99
-0.70 -0.99 0.18
0.79 0.84 0.97
0.08 0.43 -1.79
-0.02 0.20 0.12
0.20 0.32 -0.39
-0.16 0.41 0.14
-0.04 -0.12 0.18
-0.12 -0.17 0.13
0.09 0.04 0.10
-0.22 0.48 0.15
0.44 0.41 0.11
-0.31 0.02 -0.27
-0.04 0.26 -0.86
0.68 0.53 0.92
0.48 -0.08 -0.37
-0.22 0.11 0.21
-0.09 0.29 -0.46
-0.17 -0.02 0.42
0.14 0.44 0.20
0.04 0.27 -0.38
-0.39 -0.16 -0.16
0.14 0.16 -0.24
-0.43 0.35 -0.08
0.03 -1.00 -0.30
0.14 0.72 -0.51
-2.38 -1.23 -1.87
-0.67 -1.26 -0.84
-0.75 -0.58 0.93
2.71 1.68 3.29
1.16 2.35 -0.18
0.00 -2.03 -1.69
-0.77 0.56 0.10
0.08 -0.31 0.29
-0.19 -0.06 -0.01
0.16 0.34 -0.14
0.48 -0.39 -0.29
0.07 -0.06 -0.26
0.35 0.11 0.12
0.38 -0.25 0.06
0.01 0.33 0.35
-0.34 0.68 0.63
0.42 -0.01 -0.15
1.76 -0.42 -0.85
-1.64 0.64 0.93
1.41 0.66 2.83
-0.23 0.94 2.40
-0.69 -0.66 -2.70
-3.20 -2.34 -5.31
2.86 -0.07 0.86
-0.62 0.63 0.97
0.09 -0.45 -0.15
-0.25 0.31 0.29
-0.38 0.94 -0.07
-0.29 -0.09 -0.17
0.00 -0.46 0.01
0.73 -0.12 0.15
-0.18 0.18 0.39
-0.30 -0.23 -0.28
0.23 0.19 -0.18
0.24 0.44 0.30
0.06 -0.05 0.73
-0.38 0.38 0.01
1.06 0.63 0.15
-3.65 -1.94 -0.44
0.62 -0.57 -0.49
1.35 2.43 0.66
0.12 3.12 -0.80
0.25 -2.16 0.67
-0.21 -0.38 -0.49
-0.08 -0.13 -0.43
0.07 0.12 0.17
0.43 -0.37 0.09
-0.66 -0.22 0.03
0.19 -0.26 -0.26
-0.02 -0.28 0.23
0.59 -0.19 0.26
0.13 -0.18 0.24
0.42 -0.17 -0.56
0.56 -0.39 0.81
-0.44 0.43 0.64
-1.42 0.56 -0.44
0.96 -1.68 -0.70
3.07 1.79 2.13
1.99 1.43 1.58
-1.46 -0.83 -1.21
-2.93 -3.21 0.17
-0.16 0.71 -1.54
-0.34 1.04 0.98
0.44 0.71 0.54
0.05 -0.46 -0.38
-0.21 0.27 0.31
0.31 0.28 0.06
-0.07 -0.16 -0.11
0.27 0.15 0.00
-0.12 0.00 -1.21
-0.08 -0.12 -0.17
0.06 0.23 0.13
-0.06 -0.60 -0.34
0.35 -0.21 -0.35
0.65 0.51 -0.75
-1.19 0.52 2.97
-1.00 -1.01 -3.28
-0.33 -1.90 -0.29
-1.40 -0.03 -1.19
1.74 2.00 3.79
1.52 -0.61 -1.28
-0.99 -1.22 -0.78
0.19 -0.05 0.09
-0.09 -0.09 0.06
0.21 0.12 -0.13
-0.21 -0.14 0.42
0.34 0.33 -0.16
-0.34 0.15 0.31
0.69 0.30 -0.46
-0.31 0.16 -0.35
-0.04 0.26 0.47
-0.22 0.02 -0.08
0.73 0.40 0.30
-0.01 0.06 0.77
-0.80 -1.45 0.28
2.05 1.53 0.66
0.61 3.28 0.49
1.61 -3.21 -0.11
-1.05 -3.55 1.11
-1.55 2.63 -1.39
-0.69 0.57 -0.17
0.13 0.10 -0.56
0.15 -0.04 -0.19
-0.37 -0.07 -0.26
0.23 0.41 -0.02
-0.04 0.19 0.07
0.13 -0.51 -0.12
-0.45 -0.08 -0.03
-0.20 -0.04 -0.11
0.38 0.32 0.12
-0.27 -0.38 -0.18
-0.08 0.07 -0.15
-0.09 -0.76 -0.32
0.18 0.26 -0.52
-0.27 0.29 1.98
0.66 -0.33 -1.29
0.13 -0.04 0.04
-0.13 -0.02 0.30
-0.03 0.47 0.21
-0.36 -1.72 -0.50
0.93 1.94 0.32
-0.39 -0.30 0.41
-0.95 -0.28 0.51
-0.04 0.76 -0.32
-0.16 0.12 0.65
-0.23 0.00 -0.17

Mulliken atomic charge list, values in e, 6 entries: number 1, C, carries -1.63; number 2, C, carries 0.52; number 3, C, carries -0.61; number 4, N, carries 0.35; number 5, C, carries -0.43; number 6, C, carries -0.85